Entry 1:
C6H14NO as an isolated structure, computed with the ωB97M-V functional and the def2-TZVPD basis.

Last column: Mulliken charge in e.
Geometry (Å):
H -0.293 -2.597 -1.375  0.3940
C -0.904 0.682 -0.664  -0.5589
H -1.794 2.438 0.865  0.2581
H -1.158 0.565 0.324  0.3175
H -1.862 0.440 -1.319  0.2161
H -1.617 -1.559 -0.900  0.3501
C -1.616 2.452 -0.270  -0.1391
C 2.126 1.296 1.433  -0.9403
N -0.474 2.120 -0.928  -0.5830
H 1.587 0.519 2.009  0.2397
H -0.359 -3.394 0.849  0.2545
H 1.082 -0.390 -0.469  -0.0856
C -0.068 -2.271 0.738  -0.4192
C 0.112 -0.503 -1.056  0.0287
H -2.447 2.910 -0.811  0.2925
H -0.918 -1.698 1.240  0.1199
H 1.477 2.179 1.400  0.2233
H 0.329 -0.360 -2.146  0.2319
H 3.024 1.496 2.019  0.3318
C -0.566 -1.749 -0.714  -0.9248
O 1.185 -1.970 0.950  -0.7888
H 2.285 0.923 0.409  0.1814

Highest occupied orbital energy, eV: -2.50
Lowest unoccupied orbital energy, Ha: 0.113
Charge: -1
Relative energy (zero: lowest compared OMol25 entry of this formula, charge and spin), eV: 5.296
HOMO-LUMO gap, eV: 5.564

---

Entry 2:
A 2-piece molecular cluster, C6H14NO overall, computed with the ωB97M-V functional and the def2-TZVPD basis.

Last column: Mulliken charge in e.
Geometry (Å):
C -0.282 -1.517 -2.280  -1.1539
H -0.667 2.090 0.295  0.4035
C -1.463 -1.755 -0.080  0.0988
H -1.549 1.040 -1.490  0.4668
H -1.796 -1.229 0.806  0.0044
H 0.076 0.906 -1.539  0.3497
H -1.470 -3.815 -0.829  0.2883
C -0.817 -1.025 -1.148  0.7927
H 0.753 0.597 1.973  0.4937
C -0.582 1.011 0.416  -1.0145
H 3.639 3.099 2.884  0.3282
N 0.781 0.675 0.952  -0.4572
O 3.420 3.296 1.978  -0.6705
C -1.768 -3.067 -0.108  -1.1228
C -0.758 0.477 -0.987  -1.0365
H 1.157 -0.150 0.478  0.4174
H -2.519 -3.460 0.567  0.2363
H -1.294 0.790 1.207  0.4211
H -0.160 -2.564 -2.480  0.2797
H 3.904 4.128 1.890  0.3273
H 1.415 1.412 0.661  0.3007
H -0.021 -0.940 -3.169  0.2467

Highest occupied orbital energy (alpha / beta), eV: -3.16 / -6.74
Lowest unoccupied orbital energy (alpha / beta), Ha: -0.001 / -0.004
Relative energy (zero: lowest compared OMol25 entry of this formula, charge and spin), eV: 3.102
2S+1: 2
HOMO-LUMO gap (alpha / beta), eV: 3.136 / 6.625
⟨S²⟩: 0.765

---

- Among the records above, which one has the highest relative energy (zero: lowest compared OMol25 entry of this formula, charge and spin)?
  number 1

---

- Which of these has the highest relative energy (zero: lowest compared OMol25 entry of this formula, charge and spin)?
  number 1